The following is a quantum chemistry calculation of a 6-piece molecular cluster, C22H54B2FN3O22PS8 overall in a non-equilibrium geometry, from OMol25.

Last columns: bonded neighbours and bond lengths (Å).
Geometry (Å):
1 S 3.63798 -0.06398 5.57841  F10 1.606, O12 1.438, O20 1.440, B58 1.983
2 S -2.94895 1.27729 2.60648  C42 1.733, C57 1.829
3 S 1.21687 5.89194 -1.71377  O13 1.427, O18 1.430, O23 1.600, C37 1.754
4 S 2.41184 2.48554 0.51546  P9 1.955
5 S -0.61552 -3.50663 -3.52148  O16 1.429, O19 1.430, O22 1.594, C46 1.756
6 S 5.14235 4.04610 -3.49087  O17 1.600, O28 1.430, O30 1.432, C38 1.754
7 S -6.02655 -1.03574 -3.80299  O14 1.431, O25 1.430, O31 1.581, C54 1.760
8 S -1.88342 -4.32570 7.53449  O11 1.591, O15 1.431, O26 1.430, C49 1.757
9 P 2.20550 0.54225 0.58292  S4 1.955, C47 1.895, H71 1.405, H109 1.406
10 F 4.27432 1.26655 6.21423  S1 1.606
11 O -3.00905 -3.42734 8.21132  S8 1.591, C56 1.442
12 O 4.69441 -1.03764 5.64116  S1 1.438
13 O 1.67250 4.58273 -2.05177  S3 1.427
14 O -7.19138 -0.42608 -3.23894  S7 1.431
15 O -1.99110 -4.19216 6.11426  S8 1.431
16 O -1.32801 -4.68893 -3.15181  S5 1.429
17 O 5.00336 3.95174 -5.08176  S6 1.600, C36 1.438
18 O 0.01673 6.07938 -0.95830  S3 1.430
19 O 0.67585 -3.24600 -2.96422  S5 1.430
20 O 2.47334 -0.34981 6.37640  S1 1.440
21 O 3.07182 -2.99393 1.33469  B59 1.384, H90 0.961
22 O -0.49525 -3.44695 -5.11011  S5 1.594, C53 1.442
23 O 1.12559 6.75993 -3.05472  S3 1.600, C40 1.437
24 O 2.02291 1.26399 3.72882  C55 1.410, B58 1.449
25 O -6.09945 -2.36041 -4.33702  S7 1.430
26 O -1.89631 -5.62562 8.13035  S8 1.430
27 O 2.82185 -0.75991 2.92909  C47 1.386, B58 1.483
28 O 6.48519 3.71491 -3.12675  S6 1.430
29 O 0.98385 -4.11101 1.46246  B59 1.373, H73 0.962
30 O 4.57262 5.29274 -3.07656  S6 1.432
31 O -4.83961 -0.94432 -2.76248  S7 1.581, C45 1.450
32 O -3.12555 -1.27228 3.35801  C42 1.358, C50 1.345
33 N -2.67534 -2.42470 1.52740  N34 1.399, C50 1.299
34 N -2.62685 -1.06163 1.21764  N33 1.399, C42 1.296
35 N 4.48938 1.00441 3.10414  B58 1.520, H77 1.011, H94 1.012
36 C 5.51828 5.04862 -5.85674  O17 1.438, C43 1.516, H74 1.089, H85 1.092
37 C 2.52411 6.78077 -0.95403  S3 1.754, H66 1.088, H69 1.086, H102 1.087
38 C 4.08007 2.71370 -3.07667  S6 1.754, H88 1.086, H93 1.091, H99 1.087
39 C -4.99122 -2.97608 -1.37062  C45 1.516, H63 1.090, H111 1.089, H112 1.090
40 C 0.34264 6.22158 -4.13262  O23 1.437, C41 1.517, H101 1.092, H106 1.089
41 C -1.15063 6.34641 -3.89918  C40 1.517, H79 1.089, H91 1.091, H96 1.090
42 C -2.90267 -0.43083 2.31606  S2 1.733, O32 1.358, N34 1.296
43 C 7.03171 5.04696 -5.95059  C36 1.516, H60 1.091, H61 1.088, H80 1.090
44 C -4.99254 -4.88539 8.34125  C56 1.516, H65 1.089, H67 1.090, H68 1.090
45 C -5.03067 -1.46181 -1.42194  O31 1.450, C39 1.516, H70 1.086, H104 1.091
46 C -1.65988 -2.10882 -3.32609  S5 1.756, H82 1.087, H107 1.086, H108 1.089
47 C 1.72852 -0.39234 2.16083  P9 1.895, O27 1.386, C51 1.541, C55 1.528
48 C -0.14075 1.36834 2.60501  C55 1.512, C57 1.526, H62 1.083, H86 1.086
49 C -0.49041 -3.42536 8.11323  S8 1.757, H64 1.086, H89 1.087, H113 1.086
50 C -2.95741 -2.48221 2.79435  O32 1.345, N33 1.299, H78 1.072
51 C 0.89171 -1.61119 1.72682  C47 1.541, B59 1.572, H87 1.088, H98 1.087
52 C 0.13245 -5.73556 -5.77604  C53 1.516, H72 1.090, H105 1.090, H110 1.088
53 C 0.51362 -4.26928 -5.73074  O22 1.442, C52 1.516, H76 1.091, H84 1.088
54 C -5.32938 0.03051 -5.01762  S7 1.760, H75 1.086, H83 1.087, H97 1.086
55 C 0.98384 0.51256 3.14199  O24 1.410, C47 1.528, C48 1.512, H95 1.098
56 C -4.37149 -3.62180 7.78038  O11 1.442, C44 1.516, H81 1.091, H100 1.088
57 C -1.36432 1.35383 3.51638  S2 1.829, C48 1.526, H92 1.081, H103 1.083
58 B 3.21390 0.43944 3.70810  S1 1.983, O24 1.449, O27 1.483, N35 1.520
59 B 1.70259 -2.94328 1.52708  O21 1.384, O29 1.373, C51 1.572
60 H 7.36005 5.82466 -6.64135  C43 1.091
61 H 7.48980 5.23338 -4.98102  C43 1.088
62 H 0.22698 2.38139 2.50153  C48 1.083
63 H -5.84639 -3.41589 -1.88314  C39 1.090
64 H -0.50228 -2.43189 7.67447  C49 1.086
65 H -4.51167 -5.77673 7.94214  C44 1.089
66 H 2.65599 6.34723 0.03550  C37 1.088
67 H -6.05100 -4.92126 8.08215  C44 1.090
68 H -4.89167 -4.91210 9.42594  C44 1.090
69 H 3.42213 6.65342 -1.55185  C37 1.086
70 H -4.20274 -1.05303 -0.85042  C45 1.086
71 H 3.38660 -0.12067 0.21060  P9 1.405
72 H 0.87063 -6.28987 -6.35637  C52 1.090
73 H 1.48391 -4.72900 0.92094  O29 0.962
74 H 5.07843 4.92394 -6.84473  C36 1.089
75 H -5.25177 1.03173 -4.60424  C54 1.086
76 H 1.46596 -4.11809 -5.22024  C53 1.091
77 H 5.15206 1.37524 3.77202  N35 1.011
78 H -3.03899 -3.36705 3.39319  C50 1.072
79 H -1.47487 5.72657 -3.06515  C41 1.089
80 H 7.39132 4.08161 -6.30595  C43 1.090
81 H -4.41033 -3.60560 6.69016  C56 1.091
82 H -2.55850 -2.25770 -3.91912  C46 1.087
83 H -6.00282 0.01937 -5.87142  C54 1.087
84 H 0.61426 -3.87237 -6.73891  C53 1.088
85 H 5.14451 5.98837 -5.44577  C36 1.092
86 H -0.43611 1.03302 1.61512  C48 1.086
87 H 0.38434 -1.42312 0.78239  C51 1.088
88 H 3.06696 2.95643 -3.38168  C38 1.086
89 H 0.39331 -3.97116 7.79105  C49 1.087
90 H 3.52560 -2.96540 2.18147  O21 0.961
91 H -1.69230 6.03200 -4.79236  C41 1.091
92 H -1.42802 2.21472 4.16713  C57 1.081
93 H 4.11736 2.58027 -1.99456  C38 1.091
94 H 4.97589 0.22985 2.67050  N35 1.012
95 H 0.65470 -0.15688 3.94738  C55 1.098
96 H -1.41618 7.37775 -3.66775  C41 1.090
97 H -4.35417 -0.35411 -5.30287  C54 1.086
98 H 0.09473 -1.74211 2.45500  C51 1.087
99 H 4.44453 1.82006 -3.57745  C38 1.087
100 H -4.90410 -2.74432 8.14046  C56 1.088
101 H 0.63362 5.18379 -4.30717  C40 1.092
102 H 2.23689 7.82613 -0.87677  C37 1.087
103 H -1.35915 0.47014 4.14245  C57 1.083
104 H -5.95810 -1.07302 -0.99976  C45 1.091
105 H -0.84789 -5.86211 -6.23482  C52 1.090
106 H 0.63835 6.79714 -5.00819  C40 1.089
107 H -1.12163 -1.21845 -3.63875  C46 1.086
108 H -1.91496 -2.04622 -2.26930  C46 1.089
109 H 1.27362 0.15124 -0.39426  P9 1.406
110 H 0.08820 -6.16608 -4.77736  C52 1.088
111 H -5.00288 -3.30495 -0.33223  C39 1.089
112 H -4.08865 -3.35842 -1.84711  C39 1.090
113 H -0.53160 -3.37928 9.19767  C49 1.086

Values from the calculation:
charge = -1
DFT total energy = -173251.629 eV
spin multiplicity = 1